1.
This record from OMol25 describes 10 unconnected molecules or ions with the total composition C18H46BO17 in a non-equilibrium geometry. The level of theory is ωB97M-V with the def2-TZVPD basis set.

Geometry as ORCA input:
```
! RIJCOSX wB97M-V def2-TZVPD def2/J DEFGRID3
* xyz -1 1
O -21.26476 4.10057 19.98438
C -22.15103 4.83168 20.31202
O -22.68322 4.94212 21.51217
B -23.84369 5.85331 21.47410
O -23.80636 6.43770 20.10342
C -22.94333 5.76451 19.38382
O -22.77037 5.84436 18.19797
O -23.82957 6.94725 22.46641
C -24.88546 6.85682 23.24818
O -25.13389 7.46921 24.23899
C -25.69613 5.60905 22.78021
O -25.06243 5.07726 21.74916
O -26.70236 5.20996 23.28785
C -30.06672 4.38349 23.65622
C -29.92600 5.88481 23.56933
C -29.68736 6.32263 22.12467
O -31.16910 6.53071 23.96236
H -30.94535 4.10828 23.07015
H -30.13170 3.90674 24.63357
H -29.15026 3.97681 23.21487
H -29.19045 6.29040 24.26891
H -28.73796 6.00045 21.69599
H -29.92460 7.37974 22.03769
H -30.41432 5.80267 21.48748
H -31.00573 7.22053 24.60551
C -25.26337 10.34803 28.75603
C -25.89997 9.43392 27.69668
C -25.00922 8.21987 27.43997
O -27.18596 9.03140 28.18545
H -25.45637 10.04714 29.78482
H -25.66579 11.36091 28.65859
H -24.18432 10.42722 28.59773
H -26.10830 10.01343 26.80057
H -25.54995 7.27527 27.35312
H -24.36294 8.06861 28.31115
H -24.38936 8.31814 26.55092
H -27.09794 8.36887 28.87502
C -27.15699 6.46335 19.15300
C -26.98812 7.80630 19.84066
O -27.04368 8.86511 18.89349
H -26.47725 6.45742 18.29697
H -28.13884 6.30501 18.69796
H -26.99288 5.67971 19.89052
H -26.02050 7.76595 20.35319
H -27.78862 7.92227 20.58256
H -26.91306 9.68274 19.38281
C -23.85373 6.20038 14.81766
O -25.21955 6.46417 14.50067
H -23.25350 7.05778 14.51310
H -23.70299 5.86573 15.84792
H -23.54839 5.31376 14.25298
H -25.55143 7.09658 15.14472
C -27.92721 5.18580 26.77737
O -26.82631 4.51949 26.22663
H -27.76149 6.26951 26.77903
H -28.89517 4.97354 26.30564
H -28.11085 4.89236 27.81479
H -26.64606 4.88257 25.35141
C -18.13064 4.40447 20.24660
O -18.68907 3.93131 19.04957
H -17.98352 3.61842 21.00116
H -17.17208 4.91332 20.13925
H -18.83354 5.14115 20.65654
H -19.64362 3.80481 19.16115
C -19.99349 7.44878 22.50022
O -18.86822 6.64575 22.87538
H -20.89503 6.84268 22.36304
H -20.30748 8.15804 23.28035
H -19.72443 8.00802 21.60591
H -19.28359 5.91523 23.34531
C -26.72343 2.23618 21.18094
O -26.95711 2.17711 22.59154
H -27.36461 1.47519 20.74734
H -26.88525 3.20223 20.69583
H -25.65704 2.02219 21.04111
H -26.49006 2.91529 22.99724
C -20.03987 5.74150 15.82441
O -20.83940 6.86324 16.15434
H -20.45639 5.18921 14.97524
H -19.04914 6.07725 15.52149
H -19.92542 5.07639 16.68158
H -21.61338 6.52408 16.61861
*
```

Calculated values
HOMO level	-7.595	eV
electronic energy	-54901.3748	eV
gap between HOMO and LUMO	9.9	eV
relative energy (zero: lowest compared OMol25 entry of this formula, charge and spin)	5.2	kcal per mole

=====

2.
This record from OMol25 describes a molecular structure, C18H47NO4PrSi2 in a non-equilibrium geometry. The level of theory is ωB97M-V with the def2-TZVPD basis set.

Geometry as ORCA input:
```
! RIJCOSX wB97M-V def2-TZVPD def2/J DEFGRID3
* xyz 1 3
O 1.78273 -0.50195 -0.31107
O 0.82928 -2.45826 -1.00212
C 2.61014 -0.12017 -1.43719
C 3.57103 1.05466 -1.16801
H 1.99112 0.14047 -2.29096
H 3.16876 -0.97489 -1.81602
H 3.02725 1.94655 -0.86191
H 4.12667 1.30850 -2.07063
H 4.30049 0.81952 -0.39386
C 2.58526 -1.12382 0.72848
C 3.61323 -2.22444 0.36146
H 1.88840 -1.53748 1.45226
H 3.15357 -0.35824 1.24678
H 3.17223 -3.00200 -0.25932
H 3.99243 -2.70728 1.26155
H 4.47262 -1.82066 -0.17207
C -0.03724 -3.11218 -0.07288
C 0.83552 -2.79823 -2.38618
C 0.66028 -4.27623 0.63546
H -0.95533 -3.44511 -0.55883
H -0.33057 -2.39741 0.69288
H 1.00811 -5.03507 -0.06053
H -0.02177 -4.75949 1.33361
H 1.51965 -3.93153 1.20648
C 1.45610 -4.17226 -2.63990
H 1.40757 -2.05178 -2.93285
H -0.17413 -2.77319 -2.78748
H 2.42816 -4.26089 -2.15682
H 1.59545 -4.33948 -3.70699
H 0.81209 -4.96788 -2.27011
H 1.02126 -1.46355 -0.79138
Pr -1.12943 1.95452 0.46299
C -1.07518 0.85910 -1.26474
Si -2.28042 0.67921 -2.74234
H -0.34834 1.65976 -1.33476
H -1.18859 0.17910 -0.42834
C -1.24524 0.47606 -4.29447
C -3.39316 2.12014 -3.17967
C -3.41956 -0.79296 -2.54151
C 0.65284 2.17350 1.58931
Si 0.59589 1.51269 3.36993
H 0.17871 3.13962 1.68544
H 1.67890 2.44266 1.34698
C 2.31474 1.06703 3.96485
C -0.49327 0.00507 3.47997
C -0.02408 2.84086 4.52718
H -2.90159 -1.65647 -2.13245
H -3.85461 -1.08471 -3.49581
H -4.24007 -0.55440 -1.86757
H -0.44322 1.21121 -4.32794
H -1.85417 0.61126 -5.18711
H -0.79505 -0.50925 -4.36892
H -2.90099 3.08363 -3.09845
H -4.28548 2.12547 -2.55947
H -3.74145 2.02721 -4.20714
H 0.08910 -0.90027 3.64500
H -1.05774 -0.13489 2.56177
H -1.20636 0.09053 4.29850
H -0.04250 2.48084 5.55516
H -1.03250 3.15105 4.27530
H 0.61766 3.72012 4.49819
H 2.33588 0.98655 5.05108
H 3.04118 1.82636 3.67813
H 2.65078 0.10967 3.57084
N -2.38120 3.12391 2.15221
C -3.48300 3.66222 1.36010
C -4.14082 2.55190 0.59517
O -5.44724 2.43059 0.56003
O -3.37482 1.67218 -0.00608
H -2.76418 2.48393 2.88610
H -1.86525 3.93597 2.55513
H -4.21107 4.22482 1.98425
H -3.04547 4.35797 0.61130
*
```

Calculated values
HOMO level (alpha / beta)	-9.812 / -10.043	eV
⟨S²⟩	2.01
electronic energy	-58921.3984	eV
gap between HOMO and LUMO (alpha / beta)	6.8 / 7.0	eV
relative energy (zero: lowest compared OMol25 entry of this formula, charge and spin)	108.8	kcal per mole

=====

3.
This record from OMol25 describes a molecular structure, C18H47NO4PrSi2 in a non-equilibrium geometry. The level of theory is ωB97M-V with the def2-TZVPD basis set.

Geometry as ORCA input:
```
! RIJCOSX wB97M-V def2-TZVPD def2/J DEFGRID3
* xyz 1 3
O -0.52085 -1.10343 -1.33222
O 0.68820 0.54321 -2.80178
C 0.11858 -2.40667 -1.61294
C -0.62064 -3.54507 -0.97364
H 1.13814 -2.31113 -1.23250
H 0.17857 -2.49538 -2.70230
H -0.79242 -3.39165 0.09177
H -0.00680 -4.44200 -1.07605
H -1.57387 -3.73663 -1.47460
C -1.83064 -0.97581 -1.97322
C -1.84737 -1.31534 -3.43464
H -2.13930 0.05995 -1.79323
H -2.49630 -1.63617 -1.41092
H -1.23570 -0.63506 -4.02988
H -2.87186 -1.21339 -3.80496
H -1.54606 -2.34296 -3.64508
C 0.21595 1.98725 -2.56570
C 2.08588 0.32916 -3.34891
C -0.73156 2.36201 -3.66721
H 1.13678 2.58433 -2.54500
H -0.25442 1.97555 -1.58190
H -0.24216 2.36039 -4.64633
H -1.08776 3.37930 -3.47565
H -1.61088 1.70483 -3.69507
C 2.07213 0.61679 -4.82717
H 2.31963 -0.70980 -3.12620
H 2.74728 1.00661 -2.79475
H 1.36664 -0.02462 -5.36856
H 3.06842 0.39646 -5.22235
H 1.85246 1.66499 -5.04500
H 0.40197 -0.09746 -2.02377
Pr -0.13713 0.33921 1.62272
C 1.83393 -0.45464 0.22948
Si 3.42178 0.14482 0.99447
H 1.64960 -1.52193 0.45908
H 1.85183 -0.34952 -0.86155
C 4.88745 -0.69208 0.16240
C 3.66363 -0.12455 2.84242
C 3.51077 2.00261 0.73397
C -1.86221 -1.35402 1.82316
Si -3.33491 -0.20673 1.74435
H -1.75430 -1.88281 2.78951
H -1.88204 -2.12826 1.04322
C -4.58605 -0.86786 0.50841
C -2.89215 1.56838 1.20497
C -4.24324 -0.05959 3.38095
H 2.99964 2.28788 -0.19418
H 4.56396 2.31193 0.66250
H 3.04466 2.53248 1.57790
H 4.83913 -1.78549 0.27210
H 5.83059 -0.35049 0.61153
H 4.91264 -0.45470 -0.90985
H 3.15758 -1.02944 3.20825
H 3.34229 0.73944 3.44346
H 4.74526 -0.25863 3.01555
H -3.38869 1.68901 0.22985
H -1.85860 1.97785 1.08721
H -3.40982 2.23083 1.91625
H -5.28166 0.24587 3.18629
H -3.80302 0.67990 4.06222
H -4.27622 -1.02775 3.89639
H -5.58131 -0.43309 0.67681
H -4.67221 -1.95634 0.62127
H -4.29397 -0.65673 -0.52782
N -0.89041 0.47853 4.21687
C 0.20507 1.00224 5.06887
C 1.13538 1.87553 4.24129
O 2.06153 2.41176 4.83446
O 0.87568 1.94027 2.94759
H -1.66927 1.14334 4.27953
H -1.28092 -0.36181 4.63719
H -0.18577 1.60160 5.90223
H 0.76948 0.16473 5.49847
*
```

Calculated values
HOMO level (alpha / beta)	-10.495 / -10.462	eV
⟨S²⟩	2.00
electronic energy	-58926.1152	eV
gap between HOMO and LUMO (alpha / beta)	7.7 / 7.7	eV
relative energy (zero: lowest compared OMol25 entry of this formula, charge and spin)	0.0	kcal per mole

=====

> The highest relative energy (zero: lowest compared OMol25 entry of this formula, charge and spin) belongs to which entry?

number 2